87
Properties=species:S:1:pos:R:3:lowdin_spin:R:1 method="wB97M-V/def2-TZVPD" charge=+1 orbital_gap_ha="0.265 / 0.262" e_above_lowest_kcal_mol=68.6 spin_multiplicity=2
Ti 0.08 -1.52 0.80 0.952
C 4.63 -0.78 -2.05 0.000
S 3.14 -1.54 -2.72 0.000
C 2.30 -2.05 -1.27 0.002
S 2.75 -1.50 0.32 -0.009
N 1.28 -2.85 -1.49 0.005
N 0.73 -3.09 -0.23 -0.007
C 1.00 -4.17 0.40 0.029
C 0.99 -4.06 1.85 0.004
C 1.34 -5.10 2.69 0.007
C 1.53 -4.84 4.04 0.001
C 1.37 -3.55 4.50 0.006
C 1.01 -2.55 3.61 0.008
N 0.81 -2.79 2.32 0.013
H 5.24 -0.54 -2.92 0.000
H 5.16 -1.48 -1.42 0.000
H 4.40 0.13 -1.50 0.000
H 1.39 -5.05 -0.11 0.001
H 1.48 -6.09 2.28 0.000
H 1.82 -5.64 4.71 0.000
H 1.53 -3.30 5.55 0.000
H 0.85 -1.53 3.95 0.002
F -3.45 3.30 -5.20 0.000
C -2.25 2.78 -5.49 0.000
F -1.53 3.76 -6.08 0.000
F -2.42 1.81 -6.38 0.000
C -1.55 2.30 -4.24 0.000
C -0.96 1.05 -4.21 0.000
C -0.33 0.63 -3.04 0.000
C -0.30 1.46 -1.93 -0.001
C -0.89 2.72 -1.98 0.000
C -1.52 3.13 -3.13 0.000
P 0.64 0.85 -0.50 -0.001
C 2.27 1.65 -0.77 0.000
C 2.64 2.10 -2.03 0.000
C 3.87 2.72 -2.21 0.000
C 4.72 2.89 -1.13 0.000
C 4.36 2.44 0.13 0.000
C 3.14 1.81 0.31 0.000
C 6.07 3.52 -1.36 0.000
F 6.67 3.86 -0.21 0.000
F 6.89 2.68 -2.02 0.000
F 5.96 4.64 -2.10 0.000
C 0.01 1.74 0.96 0.002
C -0.86 1.03 1.79 0.005
C -1.43 1.61 2.92 0.002
C -1.10 2.92 3.23 0.000
C -0.22 3.64 2.42 0.001
C 0.33 3.05 1.30 0.000
C -1.67 3.59 4.45 0.000
F -2.21 4.77 4.14 0.000
F -0.72 3.81 5.36 0.000
F -2.62 2.84 5.03 0.000
H -0.99 0.40 -5.07 0.000
H 0.13 -0.35 -3.01 0.000
H -0.87 3.37 -1.11 0.000
H -1.99 4.11 -3.18 0.000
H 1.99 1.98 -2.88 0.000
H 4.16 3.07 -3.19 0.000
H 5.03 2.57 0.97 0.000
H 2.86 1.46 1.29 0.000
H -1.23 0.02 1.54 0.002
H -2.11 1.05 3.53 0.000
H 0.02 4.66 2.67 0.000
H 1.02 3.62 0.68 0.000
C -3.69 0.53 -1.42 0.000
N -3.26 -0.33 -0.32 0.002
C -4.40 -0.52 0.57 0.000
C -2.72 -1.58 -0.89 0.001
C -2.61 -2.65 0.16 -0.004
C -3.55 -3.68 0.12 0.000
C -3.71 -4.55 1.19 -0.001
C -2.96 -4.35 2.33 0.000
C -1.98 -3.37 2.35 -0.003
C -1.74 -2.51 1.26 -0.019
H -4.03 1.48 -1.03 0.000
H -4.51 0.07 -1.99 0.000
H -2.86 0.70 -2.10 0.000
H -4.76 0.46 0.88 0.000
H -4.12 -1.08 1.46 0.000
H -5.23 -1.05 0.08 0.000
H -1.75 -1.33 -1.35 0.001
H -3.36 -1.95 -1.70 0.000
H -4.18 -3.78 -0.75 0.000
H -4.45 -5.34 1.14 0.000
H -3.11 -4.98 3.20 0.000
H -1.39 -3.28 3.26 0.000


80
Properties=species:S:1:pos:R:3:lowdin_spin:R:1 method="wB97M-V/def2-TZVPD" charge=+2 orbital_gap_ha="0.237 / 0.192" spin_multiplicity=2
Ir -0.36 -0.22 0.16 0.710
C -0.42 3.70 4.98 0.000
O -1.00 3.62 3.68 0.000
C -1.43 4.77 3.11 0.000
C -1.31 6.03 3.69 0.000
C -1.83 7.14 3.04 0.000
C -2.47 7.02 1.81 0.000
C -2.57 5.78 1.22 0.000
C -2.05 4.66 1.86 0.001
N -2.22 3.38 1.25 0.001
C -1.24 2.53 0.95 0.016
N 0.02 2.91 1.08 0.000
C 1.19 2.18 0.90 0.014
C 1.26 0.84 0.53 0.022
C 2.52 0.22 0.36 0.001
C 3.67 0.95 0.56 -0.001
C 3.61 2.29 0.94 0.000
C 2.39 2.90 1.11 0.001
O 2.19 4.19 1.48 0.001
C 3.34 5.01 1.71 0.000
N -1.54 1.28 0.51 0.037
C -2.92 0.93 0.26 0.003
C -3.30 0.83 -1.09 -0.001
C -4.60 0.55 -1.44 0.000
C -5.55 0.39 -0.44 -0.001
C -5.19 0.48 0.89 0.000
C -3.87 0.73 1.27 -0.001
O -3.67 0.83 2.61 0.000
C -2.47 0.37 3.22 0.002
H -0.17 2.68 5.26 0.000
H -1.14 4.10 5.70 0.000
H 0.48 4.31 4.98 0.000
H -0.84 6.15 4.65 0.000
H -1.74 8.11 3.51 0.000
H -2.88 7.89 1.32 0.000
H -3.05 5.66 0.26 0.000
H -3.16 3.11 0.97 0.000
H 0.18 3.87 1.40 0.000
H 2.57 -0.82 0.06 0.000
H 4.63 0.47 0.43 0.000
H 4.53 2.84 1.08 0.000
H 3.97 4.58 2.49 0.000
H 2.96 5.97 2.04 0.000
H 3.91 5.13 0.79 0.000
H -2.54 1.00 -1.84 0.000
H -4.87 0.49 -2.49 0.000
H -6.58 0.18 -0.70 0.000
H -5.92 0.34 1.68 0.000
H -2.71 0.24 4.27 0.000
H -1.66 1.10 3.13 0.001
H -2.18 -0.59 2.80 0.000
N -1.01 -10.00 -2.91 0.000
C -0.89 -8.91 -2.56 0.000
C -0.74 -7.55 -2.13 0.000
C -1.75 -6.63 -2.37 0.000
C -1.60 -5.32 -1.96 0.000
C -0.45 -4.92 -1.30 0.000
C 0.56 -5.84 -1.06 0.000
C 0.43 -7.15 -1.48 0.000
C -0.31 -3.51 -0.86 -0.002
C -0.14 -3.24 0.51 0.011
C 0.06 -4.13 1.57 0.044
C 0.35 -3.38 2.71 0.015
C 0.30 -2.05 2.34 0.020
N -0.01 -1.94 1.02 0.054
C -0.28 -2.52 -1.84 0.008
C -0.19 -2.67 -3.23 0.007
C 0.01 -1.42 -3.79 0.001
C 0.05 -0.51 -2.73 0.001
N -0.13 -1.16 -1.56 0.031
H -2.65 -6.96 -2.88 0.000
H -2.39 -4.60 -2.15 0.000
H 1.47 -5.52 -0.56 0.000
H 1.21 -7.87 -1.32 0.000
H 0.02 -5.20 1.49 0.002
H 0.57 -3.75 3.69 0.000
H 0.45 -1.17 2.95 0.001
H -0.24 -3.61 -3.76 0.001
H 0.14 -1.17 -4.83 0.000
H 0.19 0.56 -2.77 0.001


82
Properties=species:S:1:pos:R:3:lowdin_spin:R:1 method="wB97M-V/def2-TZVPD" charge=+1 orbital_gap_ha="0.268 / 0.208" e_above_lowest_kcal_mol=104.0 spin_multiplicity=5
Pd 0.73 -1.11 1.10 0.889
C 6.04 -3.11 3.33 0.001
S 5.27 -1.53 3.71 -0.033
C 3.64 -1.76 3.10 -0.019
S 3.19 -3.21 2.31 0.369
N 2.78 -0.86 3.45 0.252
N 1.65 -0.44 2.92 0.168
C 0.44 -0.78 3.32 0.022
C -0.60 0.25 3.64 -0.001
C -1.83 -0.20 4.09 -0.001
C -2.75 0.74 4.54 0.003
C -2.40 2.08 4.51 0.002
C -1.15 2.42 4.02 0.002
N -0.25 1.53 3.60 0.002
H 7.04 -3.04 3.75 0.000
H 6.12 -3.27 2.26 0.000
H 5.52 -3.94 3.81 0.002
H 0.31 -1.72 3.84 0.004
H -2.05 -1.26 4.12 0.000
H -3.72 0.42 4.91 0.000
H -3.08 2.84 4.86 0.000
H -0.84 3.46 3.97 0.000
O -0.09 -3.12 -0.07 0.175
S 1.26 -3.54 -0.64 0.054
O 2.16 -2.31 -0.50 0.201
O 1.69 -3.15 2.19 0.301
C 0.92 -3.48 -2.38 0.015
C 1.10 -4.56 -3.22 0.000
C 0.74 -4.42 -4.56 0.000
C 0.21 -3.23 -5.02 0.000
C 0.05 -2.15 -4.15 0.010
C 0.43 -2.26 -2.82 0.024
P 0.30 -0.84 -1.66 0.311
C 1.49 0.38 -2.27 0.039
C 1.35 1.01 -3.52 0.010
C 2.31 1.89 -3.97 0.003
C 3.42 2.17 -3.19 0.000
C 3.57 1.55 -1.96 -0.001
C 2.61 0.66 -1.51 0.001
C -1.40 -0.31 -1.85 0.026
C -2.35 -1.11 -1.00 -0.004
C -3.86 -0.82 -1.14 0.024
C -4.18 0.45 -1.87 0.034
C -3.25 1.17 -2.49 0.003
C -1.83 0.78 -2.50 0.043
H 1.48 -5.50 -2.84 0.000
H 0.87 -5.26 -5.24 0.000
H -0.08 -3.13 -6.05 0.000
H -0.39 -1.23 -4.52 0.000
H 0.51 0.78 -4.16 0.000
H 2.19 2.37 -4.94 0.001
H 4.17 2.86 -3.55 0.000
H 4.44 1.75 -1.35 0.000
H 2.75 0.17 -0.55 -0.001
H -2.13 -2.17 -1.08 -0.001
H -4.45 -1.63 -1.56 0.002
H -5.22 0.77 -1.90 0.003
H -3.53 2.07 -3.03 0.000
H -1.14 1.43 -3.02 0.002
C 1.39 4.52 0.05 0.035
C 0.18 4.27 -0.58 -0.003
C -0.48 3.06 -0.36 0.039
C 0.06 2.10 0.49 0.013
C 1.29 2.36 1.10 0.031
C 1.94 3.56 0.89 -0.002
N -0.54 0.83 0.65 0.328
C -1.85 0.69 0.77 0.021
C -2.72 1.73 1.16 0.304
C -4.11 1.53 1.36 0.007
C -4.72 0.37 1.03 0.235
C -3.96 -0.75 0.43 0.033
C -2.41 -0.69 0.52 -0.002
H 1.90 5.46 -0.12 0.002
H -0.26 5.00 -1.26 -0.001
H -1.41 2.86 -0.88 0.003
H 1.71 1.61 1.76 0.002
H 2.88 3.75 1.38 -0.001
H -2.29 2.69 1.43 0.010
H -4.69 2.34 1.78 -0.005
H -5.79 0.25 1.19 0.012
H -4.33 -1.71 0.80 0.004
H -1.94 -1.40 1.20 -0.002


85
Properties=species:S:1:pos:R:3:lowdin_spin:R:1 method="wB97M-V/def2-TZVPD" charge=+2 orbital_gap_ha="0.291 / 0.162" e_above_lowest_kcal_mol=7.0 spin_multiplicity=5
Pd 0.17 -0.17 0.03 1.501
C 0.34 4.59 2.92 -0.001
C 0.98 3.39 2.32 0.011
C 2.22 2.88 2.55 0.054
C 2.35 1.77 1.66 0.099
N 1.19 1.65 0.96 0.206
N 0.39 2.60 1.36 0.182
B -1.03 2.73 0.71 0.023
N -0.92 2.56 -0.80 0.012
N -0.42 1.44 -1.38 0.091
C -0.48 1.60 -2.70 0.010
C -1.05 2.85 -2.98 0.003
C -1.30 3.44 -1.76 0.002
C -1.87 4.79 -1.49 0.000
C 0.03 0.62 -3.66 0.001
C 1.20 -0.10 -3.41 0.003
C 1.70 -0.97 -4.36 0.000
C 1.04 -1.14 -5.57 0.000
C -0.12 -0.43 -5.83 0.000
C -0.62 0.45 -4.88 0.000
N -1.94 1.59 1.29 0.197
N -1.78 0.33 0.97 0.232
C -2.75 -0.37 1.64 0.109
C -3.55 0.54 2.37 0.049
C -3.01 1.77 2.15 0.013
C -3.43 3.08 2.71 0.000
C -2.91 -1.79 1.63 0.109
C -1.83 -2.67 1.37 0.086
C -2.01 -4.03 1.43 0.010
C -3.28 -4.54 1.72 0.165
C -4.36 -3.69 1.98 0.012
C -4.18 -2.33 1.95 0.082
C 3.47 0.92 1.47 0.115
C 4.55 0.95 2.38 0.093
C 5.61 0.09 2.23 0.008
C 5.62 -0.82 1.17 0.170
C 4.58 -0.84 0.23 0.012
C 3.52 0.02 0.37 0.095
H 1.06 5.09 3.57 0.000
H -0.54 4.33 3.51 0.000
H 0.03 5.29 2.14 0.000
H 2.96 3.27 3.23 0.002
H -1.51 3.78 0.99 0.000
H -1.21 3.29 -3.95 0.001
H -2.04 5.31 -2.43 0.000
H -1.19 5.39 -0.88 0.000
H -2.82 4.73 -0.96 0.000
H 1.73 0.08 -2.49 0.002
H 2.63 -1.51 -4.17 0.000
H 1.45 -1.81 -6.31 0.000
H -0.63 -0.56 -6.77 0.000
H -1.54 1.00 -5.08 0.000
H -4.39 0.31 3.00 0.002
H -4.31 2.93 3.32 0.000
H -3.68 3.79 1.92 0.001
H -2.65 3.52 3.32 0.000
H -0.84 -2.27 1.20 0.001
H -1.17 -4.69 1.28 -0.002
H -3.43 -5.62 1.76 0.007
H -5.33 -4.10 2.20 -0.002
H -5.02 -1.67 2.15 0.002
H 4.53 1.65 3.20 0.002
H 6.43 0.11 2.94 -0.002
H 6.45 -1.50 1.05 0.007
H 4.62 -1.53 -0.60 -0.002
H 2.73 0.06 -0.38 0.008
Cl 1.15 -3.70 3.61 0.001
C 1.65 -2.01 3.74 0.005
Cl 3.41 -1.84 3.64 0.007
C 1.01 -1.19 2.61 0.003
O 1.29 -1.57 1.43 0.096
O 0.30 -0.23 2.94 0.013
H 1.32 -1.63 4.70 0.000
N 3.56 -5.15 -2.08 0.001
C 2.56 -4.59 -2.09 0.001
C 1.32 -3.86 -2.12 0.003
C 0.31 -4.17 -3.02 -0.002
C -0.85 -3.41 -3.00 0.003
C -0.94 -2.36 -2.11 0.003
N 0.04 -2.05 -1.26 0.074
C 1.14 -2.79 -1.25 0.009
H 0.43 -5.00 -3.71 0.000
H -1.67 -3.62 -3.68 0.000
H -1.82 -1.73 -2.08 0.000
H 1.90 -2.56 -0.51 0.002


89
Properties=species:S:1:pos:R:3:mulliken_charge:R:1 method="wB97M-V/def2-TZVPD" orbital_gap_ha=0.218 e_above_lowest_kcal_mol=13.9
Ba 6.62 7.84 21.80 1.591
C 7.02 14.82 24.56 -1.543
C 6.68 13.49 24.07 0.784
C 5.91 13.41 22.95 -0.970
C 5.35 12.15 22.50 0.246
C 4.36 12.21 21.53 -0.488
N 3.68 11.16 21.17 -0.016
C 2.88 11.20 19.93 -0.969
C 3.70 11.09 18.65 0.045
C 4.89 12.05 18.42 -0.925
N 6.02 11.72 19.33 0.771
C 7.14 12.42 19.29 -0.356
C 8.38 11.99 19.82 0.364
C 9.59 12.69 19.55 -0.837
C 10.84 12.18 19.79 0.456
C 11.99 13.08 19.37 -1.632
C 10.94 10.85 20.28 0.109
C 9.80 10.11 20.51 0.121
C 9.93 8.74 21.03 -0.922
N 10.27 8.41 22.20 -0.015
C 10.54 9.41 23.18 -0.787
C 10.42 8.85 24.57 -0.701
C 9.04 8.18 24.71 -0.642
N 8.00 8.98 24.02 0.640
C 7.43 9.88 24.74 -1.157
C 6.72 11.06 24.26 0.500
C 7.09 12.29 24.70 -0.526
C 5.65 10.95 23.27 0.964
O 5.02 9.89 23.04 -1.039
C 8.53 10.68 20.31 0.226
O 7.49 9.98 20.50 -0.720
H 6.63 15.45 23.78 0.350
H 8.05 15.05 24.65 0.356
H 6.62 14.88 25.57 0.330
H 5.66 14.38 22.50 0.225
H 4.22 13.12 20.91 0.367
H 4.04 10.33 21.78 0.385
H 2.22 12.11 19.91 0.329
H 2.20 10.38 19.93 0.458
H 2.96 11.25 17.92 0.473
H 4.08 10.07 18.64 -0.311
H 4.51 13.13 18.59 0.351
H 5.20 12.03 17.40 0.517
H 6.00 10.76 19.69 -0.200
H 7.10 13.46 18.90 0.314
H 9.53 13.74 19.16 0.213
H 12.36 12.63 18.40 0.303
H 12.85 12.96 20.07 0.358
H 11.69 14.08 19.21 0.376
H 11.96 10.51 20.57 0.482
H 9.70 7.84 20.41 0.315
H 9.94 10.29 23.10 0.415
H 11.51 9.87 22.90 0.499
H 10.50 9.64 25.31 0.302
H 11.21 8.05 24.87 0.355
H 8.78 8.09 25.77 0.556
H 9.03 7.20 24.18 -0.254
H 7.63 9.86 25.80 0.543
H 7.81 12.29 25.51 0.486
Cl 12.23 2.38 24.30 -0.225
C 10.87 3.28 23.57 0.417
C 10.99 3.76 22.24 0.211
Cl 12.33 3.24 21.33 -0.203
C 9.98 4.47 21.66 0.437
Cl 10.13 5.16 20.04 -0.215
C 8.87 4.85 22.42 -1.131
O 8.01 5.72 22.00 -0.349
C 8.78 4.24 23.74 0.875
Cl 7.30 4.39 24.57 -0.264
C 9.73 3.39 24.33 -0.283
Cl 9.38 2.64 25.77 -0.183
S 2.02 3.83 19.60 -0.339
C 2.91 5.21 19.63 0.313
S 3.49 6.14 18.23 -0.132
C 4.60 7.01 19.31 0.276
N 4.47 6.70 20.56 0.002
N 3.48 5.74 20.74 -0.007
C 3.39 5.15 22.04 0.227
C 4.48 4.54 22.54 -0.269
C 4.36 3.99 23.85 -0.858
C 3.20 4.14 24.55 -0.833
C 2.12 4.77 23.96 -0.416
C 2.15 5.26 22.68 -0.596
S 5.74 8.18 18.74 -0.388
H 5.46 4.41 22.03 0.522
H 5.13 3.40 24.31 0.781
H 2.99 3.69 25.48 0.506
H 1.20 4.87 24.59 0.293
H 1.33 5.78 22.13 0.366


Number 1: strongest force on any atom 0.0238 hartree/bohr. Number 2: strongest force on any atom 0.0105 hartree/bohr. Number 3: strongest force on any atom 0.0155 hartree/bohr. Number 4: strongest force on any atom 0.0199 hartree/bohr. Number 5: strongest force on any atom 0.0707 hartree/bohr.